DFT (the ωB97M-V functional and the def2-TZVPD basis) results for C3H5IN2 in the gas phase in a non-equilibrium geometry.

```
11
Properties=species:S:1:pos:R:3:forces:R:3:mulliken_charge:R:1
C 0.663 0.815 0.287 -3.150 -3.727 -1.362 -0.743
C -0.635 0.999 -0.071 2.221 3.674 2.649 0.240
C 1.119 -0.683 0.174 -0.043 1.208 0.724 -0.174
N -0.034 -1.458 -0.120 -1.112 1.248 -1.527 -0.481
N -1.457 0.128 -0.522 -0.254 -4.918 -1.320 -0.550
I -3.328 -0.054 0.314 0.389 0.013 0.065 0.141
H 1.358 1.508 0.441 2.519 3.051 0.639 0.468
H -1.130 1.958 0.162 0.603 0.045 -0.216 0.314
H 1.871 -0.680 -0.704 -0.749 -0.295 1.554 0.244
H 1.465 -1.042 1.157 0.742 0.421 -0.479 0.253
H 0.110 -1.491 -1.117 -1.166 -0.720 -0.726 0.288
```
Forces are in eV/Å.

Values from the calculation:
Charge: 0
Highest occupied orbital energy (eV): -8.19

DFT (the ωB97M-V functional and the def2-TZVPD basis) results for a gas-phase ion, C3H5IN3 (charge +1) in a non-equilibrium geometry.

```
12
Properties=species:S:1:pos:R:3:forces:R:3:mulliken_charge:R:1
C 0.978 0.797 -0.282 0.202 0.186 0.102 0.131
C -1.169 1.433 0.121 -1.176 1.089 -0.330 0.020
C 0.348 -0.627 -0.374 0.437 1.322 -1.901 -0.496
N 0.118 1.743 -0.196 0.219 -0.294 1.032 -0.350
N -1.598 0.349 0.712 0.395 0.241 -0.277 -0.365
N -0.660 -0.620 0.698 0.749 -2.419 0.885 -0.100
I -4.023 0.171 1.163 2.519 0.014 -0.421 0.479
H 2.074 1.119 -0.209 -1.491 -0.923 -0.397 0.390
H -1.884 2.218 0.000 -0.424 0.272 -0.361 0.375
H -0.041 -0.686 -1.482 0.048 -0.027 2.247 0.263
H 1.128 -1.401 -0.342 -0.740 -0.043 0.781 0.348
H -0.346 -0.984 1.636 -0.740 0.582 -1.360 0.305
```
Forces are in eV/Å.

Values from the calculation:
Charge: +1
Highest occupied orbital energy (spin up / spin down) (eV): -14.33 / -14.33
SMILES: I[N+]1=CN=CCN1

DFT (the ωB97M-V functional and the def2-TZVPD basis) results for 2 unconnected molecules or ions with the total composition C3H5IO in a non-equilibrium geometry.

```
10
Properties=species:S:1:pos:R:3:forces:R:3:mulliken_charge:R:1
C 1.457 -1.466 -0.908 -1.328 2.879 -2.256 -0.821
C 0.144 1.191 0.378 1.366 -0.721 -2.389 0.297
C -1.216 0.831 0.567 0.252 -3.510 -0.262 -0.569
O 1.076 1.694 0.854 0.655 0.976 1.389 -0.358
I -0.399 -1.859 -1.796 0.872 -0.205 0.181 0.116
H 1.721 -0.389 -0.910 -0.111 -0.928 -0.316 0.343
H 1.743 -2.010 -0.104 0.643 -1.905 2.165 0.401
H -1.285 0.389 1.537 -0.285 -0.261 1.140 0.271
H -1.810 1.667 0.529 -1.782 1.845 -0.460 0.345
H -1.430 -0.047 -0.147 -0.283 1.830 0.808 -0.025
```
Forces are in eV/Å.

Values from the calculation:
Charge: 0
Highest occupied orbital energy (spin up / spin down) (eV): -8.52 / -6.90

DFT (the ωB97M-V functional and the def2-TZVPD basis) results for C3H5IO2 in the gas phase in a non-equilibrium geometry.

```
11
Properties=species:S:1:pos:R:3:forces:R:3:mulliken_charge:R:1
C 1.348 -1.645 0.148 0.219 -2.500 0.223 0.279
C 0.429 0.156 -0.834 3.572 0.616 1.321 -0.884
C 0.283 -0.758 0.416 -0.077 1.065 -2.108 -0.097
O 2.471 -1.772 -0.136 -0.241 -0.678 0.031 -0.354
O 2.984 1.234 1.029 -0.123 -0.366 -0.188 -0.668
I 3.998 0.177 -0.127 1.156 1.216 0.180 0.378
H 0.434 -0.288 -1.784 -0.462 -0.912 -1.183 0.345
H -0.240 0.934 -0.739 -1.553 1.642 -0.090 0.328
H 1.499 0.613 -0.701 -2.198 -0.467 -0.427 0.102
H -0.685 -1.212 0.485 -0.293 -0.316 0.419 0.312
H 0.586 -0.083 1.156 0.001 0.699 1.822 0.260
```
Forces are in eV/Å.

Values from the calculation:
Charge: 0
Highest occupied orbital energy (spin up / spin down) (eV): -7.39 / -8.40

DFT (the ωB97M-V functional and the def2-TZVPD basis) results for a molecular structure, C3H5KO3 in a non-equilibrium geometry.

```
12
Properties=species:S:1:pos:R:3:forces:R:3:mulliken_charge:R:1
H 2.815 2.227 -1.774 0.144 0.030 -0.042 -0.387
O -2.044 0.497 -0.058 -0.847 0.141 0.192 -0.312
C -0.830 -0.020 0.027 1.604 1.285 -1.504 0.661
C -3.027 -0.551 -0.155 -0.025 0.121 0.164 -0.249
O 0.181 0.649 -0.011 -0.929 -0.780 0.958 -0.378
O -0.844 -1.341 -0.060 -0.136 -0.932 0.245 -0.324
C -2.171 -1.803 -0.376 0.083 -0.075 0.090 -0.242
H -3.692 -0.323 -0.992 0.142 -0.039 0.210 0.255
H -3.590 -0.573 0.784 0.066 -0.042 -0.238 0.259
H -2.172 -2.150 -1.415 -0.002 0.077 0.232 0.249
H -2.416 -2.626 0.300 0.017 0.162 -0.189 0.254
K 2.784 1.109 0.238 -0.116 0.053 -0.117 0.214
```
Forces are in eV/Å.

Values from the calculation:
Charge: 0
Highest occupied orbital energy (eV): -5.46

DFT (the ωB97M-V functional and the def2-TZVPD basis) results for a molecular structure, C3H5LiO3Yb in a non-equilibrium geometry.

```
13
Properties=species:S:1:pos:R:3:forces:R:3:lowdin_spin:R:1
O -1.128 0.738 0.586 0.197 0.283 1.128 0.006
C -0.507 -0.457 0.520 0.836 -3.826 0.037 0.008
C -2.539 0.580 0.420 -0.708 0.216 0.271 0.000
O 0.606 -0.493 -0.120 3.480 1.113 -0.960 0.135
O -1.392 -1.284 -0.169 -1.472 -2.045 -1.312 0.004
C -2.693 -0.741 -0.337 0.449 -0.584 -0.251 0.000
Yb 2.859 0.186 -0.624 -1.271 -0.210 0.357 0.783
H -2.926 1.442 -0.131 0.221 -0.153 0.160 0.000
H -3.003 0.541 1.414 0.002 -0.018 -0.315 0.000
H -2.813 -0.722 -1.426 -0.593 0.642 0.294 0.000
H -3.389 -1.462 0.105 -0.222 0.484 -0.035 0.000
Li -0.173 -2.743 -0.662 -0.184 0.893 0.356 0.062
H -0.212 -1.698 1.406 -0.735 3.203 0.268 0.002
```
Forces are in eV/Å.

Values from the calculation:
Spin multiplicity: 2
Charge: +1
Highest occupied orbital energy (spin up / spin down) (eV): -9.35 / -12.03

DFT (the ωB97M-V functional and the def2-TZVPD basis) results for a molecular structure, C3H5LiO3Zn in a non-equilibrium geometry.

```
13
Properties=species:S:1:pos:R:3:forces:R:3:lowdin_spin:R:1
H 1.115 -2.346 -2.053 0.241 0.781 -0.532 0.019
O -1.584 0.243 0.083 -0.516 0.198 -1.227 0.001
C -0.572 0.731 0.929 1.680 0.744 1.669 0.004
C 0.795 0.670 0.300 0.217 0.332 -0.268 0.051
O 1.330 -0.727 0.460 -0.315 -0.331 0.324 0.131
C 1.294 -1.583 -0.417 0.803 0.384 0.599 0.613
O 1.130 -1.428 -1.651 -0.308 -1.423 -0.542 0.167
Zn -2.454 -1.238 0.410 -1.225 -1.465 0.714 0.003
Li -2.094 1.498 -1.185 -0.325 0.839 -0.582 0.001
H -0.547 0.203 1.895 -0.012 0.275 -0.177 0.000
H -0.731 1.798 1.169 -0.282 -0.276 -0.099 0.001
H 1.520 1.292 0.832 -0.094 -0.120 -0.056 0.002
H 0.799 0.888 -0.773 0.135 0.063 0.177 0.005
```
Forces are in eV/Å.

Values from the calculation:
Spin multiplicity: 2
Charge: +3
Highest occupied orbital energy (spin up / spin down) (eV): -23.49 / -24.84

DFT (the ωB97M-V functional and the def2-TZVPD basis) results for a molecular structure, C3H5MgO3 in a non-equilibrium geometry.

```
12
Properties=species:S:1:pos:R:3:forces:R:3:lowdin_spin:R:1
O 0.657 1.208 -0.335 0.561 1.751 1.204 0.158
C -1.599 0.075 -0.547 -3.215 0.009 1.233 0.037
C 1.315 0.116 0.221 0.468 0.255 -0.332 0.010
O -2.698 -0.196 -0.972 0.370 0.986 -0.238 0.016
O -0.616 -0.746 -0.855 0.432 -0.552 0.583 0.011
C 0.360 -1.071 0.145 0.040 0.156 -0.134 0.003
H 1.638 0.205 1.275 -0.068 0.337 -0.207 0.002
H 2.229 -0.110 -0.359 -0.219 0.077 0.119 0.001
H -0.137 -1.275 1.103 0.018 0.001 -0.287 0.000
H 0.874 -1.973 -0.208 -0.358 0.159 0.117 0.001
H -1.670 1.016 0.275 1.041 -2.409 -1.633 0.066
Mg -0.353 2.750 0.255 0.930 -0.771 -0.425 0.694
```
Forces are in eV/Å.

Values from the calculation:
Spin multiplicity: 2
Charge: 0
Highest occupied orbital energy (spin up / spin down) (eV): -7.30 / -9.28

DFT (the ωB97M-V functional and the def2-TZVPD basis) results for a molecular structure, C3H5MnO4 in a non-equilibrium geometry.

```
13
Properties=species:S:1:pos:R:3:forces:R:3:lowdin_spin:R:1
C -2.099 0.030 0.255 -0.231 -0.128 -0.014 0.001
O -0.766 0.470 0.119 0.226 0.278 -0.013 0.030
C 0.036 -0.382 -0.654 -0.286 -0.450 0.217 0.020
O 1.326 0.138 -0.617 0.451 -0.580 -0.088 0.150
Mn 1.970 2.105 -0.703 0.231 0.443 0.110 5.612
H -2.616 0.761 0.885 0.140 -0.223 -0.154 0.000
H -2.602 -0.016 -0.725 0.070 -0.034 0.218 0.000
H -2.135 -0.962 0.733 -0.050 0.231 -0.112 0.000
H -0.293 -0.382 -1.707 0.067 -0.073 0.245 0.002
H 0.029 -1.398 -0.226 0.071 0.200 -0.184 0.001
O 2.915 0.892 0.741 0.605 0.209 -0.617 0.140
C 2.236 -0.147 0.611 -1.673 -0.254 1.676 0.031
O 1.999 -1.109 1.288 0.377 0.381 -1.283 0.011
```
Forces are in eV/Å.

Values from the calculation:
Spin multiplicity: 7
Charge: 0
Highest occupied orbital energy (spin up / spin down) (eV): -7.31 / -10.67

DFT (the ωB97M-V functional and the def2-TZVPD basis) results for a molecular structure, C3H5MnO4 in a non-equilibrium geometry.

```
13
Properties=species:S:1:pos:R:3:forces:R:3:lowdin_spin:R:1
O -1.794 0.022 0.424 -0.581 0.668 0.167 0.007
C -0.716 0.756 0.410 0.111 -2.326 -2.520 0.021
C -1.430 -1.377 0.499 -0.048 -0.850 0.943 0.001
O -0.638 1.796 -0.239 -1.140 0.991 1.343 0.078
O 0.347 0.063 0.729 1.311 0.420 -0.495 0.010
C 0.106 -1.336 0.439 1.257 -1.364 1.514 0.001
Mn 0.789 2.685 -1.178 0.868 0.381 -0.035 4.679
H -1.879 -1.866 -0.372 0.134 0.150 0.284 0.000
H -1.833 -1.799 1.423 0.008 0.150 -0.177 0.000
H 0.440 -1.769 -0.509 0.183 1.358 -0.547 0.000
H 0.858 -1.855 1.134 -2.088 0.356 -0.249 0.000
O 2.591 2.697 -1.234 -0.286 0.052 -0.168 0.183
H 3.157 1.983 -1.526 0.272 0.015 -0.060 0.019
```
Forces are in eV/Å.

Values from the calculation:
Spin multiplicity: 6
Charge: +1
Highest occupied orbital energy (spin up / spin down) (eV): -14.25 / -14.95